one.
Entry from the OMol25 dataset: a 2-piece molecular cluster, C5H6N2OS overall (the ωB97M-V functional and the def2-TZVPD basis).

Last column: natural (NBO) charge in e.
Cartesian coordinates (Å):
1 C -1.32882 0.38281 0.36614  -0.74
2 C -0.19936 0.80581 -0.49533  0.43
3 O -0.43875 0.78155 -1.86361  -0.65
4 C 0.97426 1.19587 -0.06606  -0.48
5 C 1.02246 1.62616 1.28389  0.26
6 N 1.20520 1.99531 2.37883  -0.33
7 H -1.94801 1.31491 0.41793  0.25
8 H -0.99761 0.10827 1.46003  0.27
9 H -1.91996 -0.49331 0.08995  0.25
10 H -1.40735 0.40889 -1.88115  0.49
11 H 1.75311 1.33732 -0.71341  0.25
12 C 1.57489 -2.14108 -0.37688  0.11
13 N 0.51237 -2.63351 -0.15166  -0.41
14 S -0.76722 -3.50661 0.12300  0.07
15 H 1.96479 -1.18239 -0.57167  0.24

Lowest unoccupied orbital energy (spin up / spin down) (eV): -0.4 / -0.4
Orbital gap (spin up / spin down) (eV): 8.696 / 8.696
Multiplicity: 1
Highest occupied orbital energy (spin up / spin down) (eV): -9.093 / -9.093
Structure (SMILES): C/C(O)=C\C#N.C#[N+][S-]


two.
Entry from the OMol25 dataset: the molecule C5H6N2OS (the ωB97M-V functional and the def2-TZVPD basis).

Last column: natural (NBO) charge in e.
Cartesian coordinates (Å):
1 C -0.43847 0.65769 1.83683  -0.48
2 C 0.71407 -0.10875 1.66621  0.12
3 C -1.52689 0.32392 0.90840  0.13
4 C -2.69543 1.19515 1.11064  0.42
5 C 0.29189 -1.91942 -1.50157  -0.85
6 N 0.93093 -1.28514 1.04888  -0.77
7 N -1.65056 -0.59654 0.01020  -0.56
8 O -2.80396 2.03595 1.93287  -0.47
9 S -0.30037 -1.98922 0.17717  1.12
10 H -0.46786 1.55554 2.42186  0.25
11 H 1.51556 -0.00703 2.35345  0.20
12 H -3.23731 1.14559 0.10985  0.10
13 H 1.34142 -2.21366 -1.70838  0.27
14 H -0.13664 -0.97164 -1.92750  0.27
15 H -0.29587 -2.59919 -2.16919  0.25

Lowest unoccupied orbital energy (spin up / spin down) (eV): -0.6 / -0.6
Orbital gap (spin up / spin down) (eV): 7.423 / 7.423
Multiplicity: 1
Highest occupied orbital energy (spin up / spin down) (eV): -7.993 / -7.993


three.
Entry from the OMol25 dataset: the molecule C5H6N2OS (the ωB97M-V functional and the def2-TZVPD basis).

Last column: natural (NBO) charge in e.
Cartesian coordinates (Å):
1 C 2.92948 -1.90760 1.57167  -0.49
2 S 2.12691 -2.38360 0.16955  1.31
3 O 2.67200 -3.33887 -0.75892  -0.91
4 C 1.21516 -0.70367 -0.59001  -0.05
5 N 1.51356 0.05104 -1.77434  -0.54
6 C 0.65576 1.13410 -1.81718  0.18
7 N -0.12868 1.12511 -0.77575  -0.45
8 C 0.10112 0.02010 -0.09839  0.10
9 C -0.81587 -0.18979 1.08569  -0.66
10 H 3.57518 -2.67800 1.92131  0.17
11 H 2.00402 -0.20691 -2.60950  0.43
12 H 0.49928 1.91035 -2.50172  0.21
13 H -0.54441 -0.11309 2.15119  0.24
14 H -1.68817 0.48452 0.97773  0.24
15 H -1.36211 -1.23341 1.09766  0.22

Lowest unoccupied orbital energy (eV): -1.4
Orbital gap (eV): 7.715
Multiplicity: 1
Highest occupied orbital energy (eV): -9.142
Structure (SMILES): C#S(=O)c1[nH]cnc1C


Relative energy of each structure, in eV: one 0.000; two 0.495; three 2.498.


one.
Entry from the OMol25 dataset: a 2-piece molecular cluster, C7H11N2O2 overall (the ωB97M-V functional and the def2-TZVPD basis).

Last column: natural (NBO) charge in e.
Cartesian coordinates (Å):
1 C -1.75941 -0.60181 1.72840  -0.52
2 C -0.19491 -0.40539 1.65045  -0.62
3 C -2.56495 0.63750 1.06186  0.79
4 O -2.03807 1.79399 0.91382  -0.81
5 O -3.59751 0.14714 0.65840  -0.72
6 H -1.97507 -1.55360 1.36997  0.19
7 H -1.93457 -0.62896 2.80920  0.19
8 H -0.00703 0.28708 0.91365  0.22
9 H 0.34370 -1.36227 1.42850  0.18
10 H 0.24528 0.15778 2.44125  0.19
11 C 2.14193 -1.47434 -1.48141  -0.65
12 C 0.23937 0.07722 -1.52586  -0.09
13 C 1.62154 -0.09065 -1.47181  0.07
14 C 1.06155 2.01635 -0.93379  0.16
15 N -0.12100 1.32605 -1.00400  -0.57
16 N 2.13362 1.23668 -1.29902  -0.51
17 H -0.53691 -0.63995 -1.61157  0.20
18 H -1.01066 1.48577 -0.38175  0.49
19 H 3.19122 -1.31752 -1.57766  0.22
20 H 2.01508 -2.08754 -2.34339  0.21
21 H 0.97051 3.09696 -0.73390  0.19
22 H 1.77628 -2.10048 -0.61133  0.22

Lowest unoccupied orbital energy (eV): 3.7
Orbital gap (eV): 8.196
Net charge: -1
Multiplicity: 1
Highest occupied orbital energy (eV): -4.545


two.
Entry from the OMol25 dataset: a 2-piece molecular cluster, C7H11N2O2 overall (the ωB97M-V functional and the def2-TZVPD basis).

Last column: natural (NBO) charge in e.
Cartesian coordinates (Å):
1 C -0.67433 -0.97843 0.96153  -0.59
2 C -1.85751 -1.86752 1.32481  -0.59
3 C -0.13576 -1.68571 -0.18635  0.81
4 O -0.79011 -2.03832 -1.15982  -0.64
5 O 1.14913 -1.98343 0.00359  -0.67
6 H -1.01876 0.06801 0.80298  0.30
7 H -0.01270 -0.60685 1.76005  0.26
8 H -1.49186 -2.84857 1.52997  0.20
9 H -2.70089 -1.95297 0.57764  0.22
10 H -2.49446 -1.31591 2.15437  0.20
11 C -0.48079 1.37455 -1.69995  -0.64
12 C 1.96771 1.50351 -0.89333  -0.14
13 C 0.58817 1.63686 -0.74583  -0.02
14 C 1.67712 1.91601 1.17209  0.07
15 N 2.71456 1.68262 0.27195  -0.58
16 N 0.50378 1.97135 0.57782  -0.59
17 H 2.32763 1.38075 -1.86538  0.15
18 H 1.55357 -2.28234 -0.91238  0.49
19 H -0.69999 0.37352 -1.96463  0.21
20 H -0.43503 1.82139 -2.71232  0.19
21 H 1.70837 2.11420 2.30585  0.15
22 H -1.39784 1.71729 -1.30264  0.21

Lowest unoccupied orbital energy (eV): 3.4
Orbital gap (eV): 6.552
Net charge: -1
Multiplicity: 1
Highest occupied orbital energy (eV): -3.137


Relative energy of each structure, in eV: one 0.000; two 0.315.


one.
Entry from the OMol25 dataset: the molecule C5H9FN2 (the ωB97M-V functional and the def2-TZVPD basis).

Last column: natural (NBO) charge in e.
Cartesian coordinates (Å):
1 C 1.87780 -0.53898 -0.90320  -0.64
2 C 1.60904 0.15393 0.41159  -0.22
3 N 0.20790 0.50601 0.63748  -0.26
4 C -0.78548 -0.55860 0.77641  -0.29
5 C -2.07290 0.05678 0.28333  0.14
6 F -2.75693 -0.77989 -0.58206  -0.36
7 C -1.53017 1.25023 -0.45356  -0.04
8 N -0.28355 1.43813 -0.24847  -0.19
9 H 2.97016 -0.75962 -1.04347  0.22
10 H 1.33208 -1.48978 -0.96875  0.20
11 H 1.54982 0.10307 -1.71709  0.22
12 H 1.90005 -0.49673 1.23202  0.19
13 H 2.19066 1.08966 0.53020  0.21
14 H -0.78637 -0.82573 1.82713  0.21
15 H -0.54088 -1.44947 0.19811  0.21
16 H -2.79301 0.34199 1.05631  0.18
17 H -2.08823 1.95902 -1.03598  0.21

Lowest unoccupied orbital energy (eV): 1.1
Orbital gap (eV): 9.730
Multiplicity: 1
Highest occupied orbital energy (eV): -8.612
Structure (SMILES): CCN1C[C@H](F)C=N1


two.
Entry from the OMol25 dataset: C5H9FN2 as an isolated structure (the ωB97M-V functional and the def2-TZVPD basis).

Last column: natural (NBO) charge in e.
Cartesian coordinates (Å):
1 C 1.99387 1.06446 0.50410  0.17
2 C 0.13468 1.03289 -0.07178  0.24
3 C -0.40524 -1.13846 0.96539  -0.64
4 C -1.25595 -0.75285 -1.38720  -0.62
5 C -0.83400 -0.11420 -0.04200  0.25
6 N 2.59110 0.01938 0.78353  -0.64
7 N -0.23368 2.21411 -0.35815  -0.62
8 F -2.02651 0.44252 0.40893  -0.38
9 H 2.30741 2.05390 0.34591  0.17
10 H -0.88476 -2.12000 0.70548  0.21
11 H -0.44266 -0.87908 1.93899  0.23
12 H 0.64109 -1.30107 0.81052  0.25
13 H -2.03527 -1.43987 -1.12098  0.23
14 H -1.48157 0.07926 -2.17270  0.23
15 H -0.40213 -1.46904 -1.67389  0.22
16 H 3.58212 0.12768 0.91458  0.36
17 H -1.24850 2.18037 -0.55075  0.35

Lowest unoccupied orbital energy (eV): 1.0
Orbital gap (eV): 10.324
Multiplicity: 1
Highest occupied orbital energy (eV): -9.353


Relative energy of each structure, in eV: one 0.000; two 1.592.


one.
Entry from the OMol25 dataset: a 2-piece molecular cluster, C5H12O3 overall (the ωB97M-V functional and the def2-TZVPD basis).

Last column: natural (NBO) charge in e.
Cartesian coordinates (Å):
1 C 2.87554 -0.20174 0.01308  -0.63
2 C 1.50454 -0.74811 0.25099  -0.40
3 C 0.30805 -0.22543 -0.59580  -0.39
4 C -0.11142 1.21882 -0.39283  -0.53
5 C -1.62124 1.28609 -0.23727  0.82
6 O -2.18934 0.55011 0.53423  -0.64
7 O -2.32047 2.19967 -0.93341  -0.69
8 H 3.29061 -0.68867 -0.87341  0.21
9 H 3.48665 -0.18875 0.90604  0.22
10 H 2.93043 0.82268 -0.38926  0.21
11 H 1.31883 -0.94333 1.31463  0.20
12 H 1.39554 -1.76416 -0.18864  0.20
13 H -0.53684 -0.90027 -0.58219  0.23
14 H 0.78491 -0.38566 -1.58902  0.20
15 H 0.28681 1.57423 0.56259  0.24
16 H 0.18293 1.93214 -1.16842  0.23
17 H -3.21589 1.87147 -1.08967  0.50
18 O -3.09750 -2.05021 1.48124  -0.95
19 H -2.15995 -2.27382 1.52833  0.46
20 H -3.11219 -1.08506 1.44879  0.49

Lowest unoccupied orbital energy (eV): 0.6
Orbital gap (eV): 11.435
Multiplicity: 1
Highest occupied orbital energy (eV): -10.805
Structure (SMILES): CCCCC(=O)O.O


two.
Entry from the OMol25 dataset: C5H12O3 as an isolated structure (the ωB97M-V functional and the def2-TZVPD basis).

Last column: natural (NBO) charge in e.
Cartesian coordinates (Å):
1 C -0.31467 0.61448 0.60010  0.29
2 C -0.15547 -1.60290 -0.59202  0.43
3 C -0.48308 -0.26911 -0.98967  -0.46
4 C 1.09348 0.70103 1.16101  -0.66
5 C -0.82968 2.00212 0.24252  -0.63
6 O -1.20943 0.06720 1.54231  -0.73
7 O 0.81322 -2.08912 0.22981  -0.73
8 O 0.30313 -1.88486 -2.31214  -0.87
9 H -0.85404 -0.79379 1.82210  0.47
10 H 1.48869 -2.49721 -0.33683  0.52
11 H 1.14543 -1.46017 -2.53364  0.45
12 H -1.03025 -2.24173 -0.47185  0.17
13 H -1.54908 -0.15841 -1.16702  0.24
14 H 0.08762 0.33302 -1.69018  0.23
15 H 1.82018 0.92852 0.37832  0.21
16 H -0.85001 2.63934 1.13449  0.21
17 H 1.14961 1.46924 1.94236  0.22
18 H 1.40811 -0.19864 1.69490  0.22
19 H -1.84549 1.95588 -0.15641  0.22
20 H -0.18829 2.48512 -0.49816  0.21

Lowest unoccupied orbital energy (eV): 0.6
Orbital gap (eV): 9.376
Multiplicity: 1
Highest occupied orbital energy (eV): -8.775


three.
Entry from the OMol25 dataset: a 2-piece molecular cluster, C5H12O3 overall (the ωB97M-V functional and the def2-TZVPD basis).

Last column: natural (NBO) charge in e.
Cartesian coordinates (Å):
1 C 1.02906 -0.24953 1.51828  -0.55
2 C 1.28796 -0.29162 0.21660  0.34
3 C 1.81802 -1.49580 -0.50165  -0.66
4 O 1.07516 0.74820 -0.68134  -0.53
5 C 0.79324 2.02743 -0.14662  -0.26
6 H 1.11286 -1.14371 2.10857  0.21
7 H 0.65438 0.62329 2.02028  0.21
8 H 1.90608 -2.33815 0.17742  0.22
9 H 1.14913 -1.76992 -1.31567  0.22
10 H 2.79209 -1.26581 -0.93035  0.23
11 H -0.20889 2.01872 0.29107  0.20
12 H 1.51963 2.33677 0.60963  0.18
13 H 0.83593 2.71806 -0.98714  0.19
14 O -2.21636 0.61269 0.46825  -0.73
15 C -1.85385 -0.40868 -0.41802  0.22
16 O -2.92777 -0.94185 -1.12956  -0.73
17 H -2.78609 0.24595 1.15590  0.47
18 H -1.40360 -1.25474 0.11777  0.15
19 H -1.07000 0.07954 -1.09977  0.16
20 H -3.50697 -0.25084 -1.47364  0.47

Lowest unoccupied orbital energy (eV): 0.8
Orbital gap (eV): 9.645
Multiplicity: 1
Highest occupied orbital energy (eV): -8.875
Structure (SMILES): C=C(C)OC.OCO


four.
Entry from the OMol25 dataset: a 3-piece molecular cluster, C5H12O3 overall (the ωB97M-V functional and the def2-TZVPD basis).

Last column: natural (NBO) charge in e.
Cartesian coordinates (Å):
1 C -1.77573 -0.58661 -2.00765  -0.38
2 C -0.79836 -0.32403 -1.14687  -0.23
3 C -0.43426 -1.11090 0.02261  -0.34
4 C 0.37260 -0.62494 0.96491  0.34
5 C 0.79452 -1.32736 2.20804  -0.68
6 O 0.85780 0.65762 0.81553  -0.71
7 H -1.94294 0.04276 -2.88031  0.20
8 H -2.43861 -1.43524 -1.89010  0.19
9 H -0.15919 0.53138 -1.29040  0.22
10 H -0.79835 -2.10353 0.22104  0.22
11 H 0.17746 -1.04289 3.05738  0.23
12 H 1.81332 -1.06454 2.47837  0.21
13 H 0.67549 -2.40358 2.10685  0.24
14 H 1.40323 0.91585 1.57797  0.49
15 O -1.99554 2.68925 0.84839  -0.94
16 H -1.27963 2.09101 1.09355  0.47
17 H -2.02451 2.58654 -0.10991  0.47
18 O 2.63515 0.00751 -1.79886  -0.94
19 H 2.52713 0.29404 -0.88274  0.47
20 H 2.06907 -0.76309 -1.90143  0.47

Lowest unoccupied orbital energy (eV): 0.3
Orbital gap (eV): 8.956
Multiplicity: 1
Highest occupied orbital energy (eV): -8.609
Structure (SMILES): C=C/C=C(/C)O.O.O


Relative energy of each structure, in eV: one 0.000; two 2.705; three 1.057; four 0.773.


one.
Entry from the OMol25 dataset: the molecule C5H12O3 (the ωB97M-V functional and the def2-TZVPD basis).

Last column: natural (NBO) charge in e.
Cartesian coordinates (Å):
1 C 0.92540 -1.20788 1.36582  -0.66
2 C 0.52868 -1.14312 -0.08244  0.12
3 C -0.82313 -1.75025 -0.39034  -0.66
4 O 0.91807 0.43994 -0.56263  -0.55
5 C -0.21419 1.14273 -0.32039  0.38
6 C -1.01132 1.44114 -1.57422  -0.68
7 O 0.52560 2.51567 0.34881  -0.34
8 O 0.89077 2.13995 1.68075  -0.47
9 H 0.09662 -1.03558 2.05787  0.21
10 H 1.39794 -2.16852 1.59188  0.22
11 H 1.64450 -0.40965 1.62053  0.24
12 H 1.27747 -1.63985 -0.70428  0.20
13 H -1.11116 -1.57966 -1.43089  0.23
14 H -0.81258 -2.83051 -0.20121  0.24
15 H -1.60985 -1.32973 0.24317  0.21
16 H -0.84721 0.82237 0.51686  0.16
17 H -1.52636 2.40232 -1.47952  0.23
18 H -1.73967 0.65165 -1.77567  0.22
19 H -0.36016 1.50459 -2.45103  0.23
20 H 1.85060 2.03437 1.54693  0.46

Lowest unoccupied orbital energy (eV): 0.9
Orbital gap (eV): 10.172
Multiplicity: 1
Highest occupied orbital energy (eV): -9.315
Structure (SMILES): CC(C)O[C@H](C)OO


two.
Entry from the OMol25 dataset: the molecule C5H12O3 (the ωB97M-V functional and the def2-TZVPD basis).

Last column: natural (NBO) charge in e.
Cartesian coordinates (Å):
1 C 1.35256 -0.84374 -0.54072  -0.65
2 C 0.05823 -0.51453 0.17923  0.25
3 O 0.27568 -0.42977 1.56564  -0.73
4 C -1.05498 -1.87591 -0.12713  -0.07
5 O -2.17965 -1.78891 0.73717  -0.71
6 C -0.70033 0.65268 -0.30495  -0.44
7 C 0.37004 2.04271 -0.22628  -0.06
8 O 1.18667 2.05365 0.92996  -0.75
9 H 2.15716 -0.15592 -0.26363  0.22
10 H 1.69775 -1.83818 -0.23713  0.22
11 H 1.22668 -0.81252 -1.62515  0.21
12 H 1.01077 0.18693 1.74100  0.49
13 H -1.40862 -2.00992 -1.15454  0.16
14 H -0.55808 -2.81551 0.12955  0.17
15 H -2.85799 -1.26479 0.28377  0.46
16 H -1.01088 0.57848 -1.34616  0.21
17 H -1.53114 0.91502 0.35220  0.22
18 H -0.27155 2.92790 -0.26292  0.17
19 H 1.01431 2.03298 -1.10743  0.16
20 H 1.22336 2.95935 1.27750  0.48

Lowest unoccupied orbital energy (eV): 0.7
Orbital gap (eV): 9.637
Multiplicity: 1
Highest occupied orbital energy (eV): -8.961
Structure (SMILES): C[C@](O)(CO)CCO


Relative energy of each structure, in eV: one 2.833; two 0.000.


one.
Entry from the OMol25 dataset: a 2-piece molecular cluster, CBrF2NO2 overall (the ωB97M-V functional and the def2-TZVPD basis).

Last column: natural (NBO) charge in e.
Cartesian coordinates (Å):
1 C -0.14358 0.82906 0.15411  0.60
2 N -0.16651 -0.65739 0.10624  0.46
3 O -0.25923 -1.18466 1.17759  -0.31
4 O -0.10964 -1.14368 -0.98130  -0.28
5 F -0.38229 1.43981 -0.95700  -0.22
6 F 1.96800 0.87133 0.10012  -0.56
7 Br -0.47782 1.64499 1.73806  0.31

Lowest unoccupied orbital energy (spin up / spin down) (eV): -2.7 / -2.7
Orbital gap (spin up / spin down) (eV): 9.087 / 9.085
Multiplicity: 1
Highest occupied orbital energy (spin up / spin down) (eV): -11.796 / -11.795


two.
Entry from the OMol25 dataset: CBrF2NO2 as an isolated structure (the ωB97M-V functional and the def2-TZVPD basis).

Last column: natural (NBO) charge in e.
Cartesian coordinates (Å):
1 C -0.37376 -0.57625 -0.21110  0.91
2 N 0.22100 0.76405 0.00823  0.44
3 O 0.55620 1.43646 -0.97937  -0.32
4 O 0.53314 0.90428 1.12776  -0.26
5 F 0.10985 -1.42747 0.68150  -0.26
6 F -0.56687 -1.20960 -1.34359  -0.25
7 Br -2.80704 -0.05506 0.58278  -0.26

Lowest unoccupied orbital energy (eV): -3.0
Orbital gap (eV): 7.752
Multiplicity: 1
Highest occupied orbital energy (eV): -10.744


Relative energy of each structure, in eV: one 0.846; two 0.000.